## w
Computed, not measured: C5H7N in the gas phase, with the ωB97M-V functional and the def2-TZVPD basis.

E_HOMO ... -0.30298 hartree
Gap between HOMO and LUMO ... 0.3372 Ha
Net charge ... 0
SMILES string ... C#C[C@@H]1CN1C
Molar mass ... 81.12 g/mol

Positions of all 13 atoms, in Å:
C (-0.94, 2.12, 0.19)
C (-1.39, 1.14, 0.75)
C (-0.89, -0.24, 0.72)
C (0.50, -0.47, 1.27)
N (0.27, -0.20, -0.09)
C (0.62, -0.68, -1.39)
H (-0.42, 2.85, -0.37)
H (-1.57, -1.10, 0.70)
H (0.75, -1.47, 1.63)
H (0.94, 0.35, 1.85)
H (-0.24, -0.58, -2.07)
H (0.97, -1.71, -1.40)
H (1.41, -0.03, -1.80)

## x
Computed, not measured: C5H7N in the gas phase, with the ωB97M-V functional and the def2-TZVPD basis.

E_HOMO ... -0.28977 hartree
Gap between HOMO and LUMO ... 0.3288 Ha
Net charge ... 0
SMILES string ... Cc1ccc[nH]1
Molar mass ... 81.12 g/mol

Positions of all 13 atoms, in Å:
C (1.91, 0.03, -0.16)
C (0.41, -0.08, 0.03)
C (-0.37, 1.02, 0.24)
C (-1.77, 0.71, 0.14)
C (-1.82, -0.66, -0.05)
N (-0.37, -1.18, -0.09)
H (2.52, -0.58, 0.51)
H (2.21, -0.21, -1.19)
H (2.21, 1.08, -0.01)
H (0.08, 1.83, 0.78)
H (-2.58, 1.48, 0.19)
H (-2.62, -1.38, -0.14)
H (0.19, -2.05, -0.26)

Which one sits at the top of the stability order? x does.

## w
Computed, not measured: C5H7N in the gas phase, with the ωB97M-V functional and the def2-TZVPD basis.

E_HOMO ... -0.29561 hartree
Gap between HOMO and LUMO ... 0.3368 Ha
Net charge ... 0
SMILES string ... Cc1cc[nH]c1
Molar mass ... 81.12 g/mol

Positions of all 13 atoms, in Å:
C (-0.85, 0.69, -1.60)
C (-0.28, 0.13, -0.32)
C (0.38, -1.13, -0.19)
C (1.03, -1.13, 1.03)
N (0.65, 0.00, 1.70)
C (-0.16, 0.78, 0.89)
H (-1.79, 0.21, -1.84)
H (-1.00, 1.78, -1.54)
H (-0.18, 0.55, -2.48)
H (0.11, -2.01, -0.79)
H (1.96, -1.65, 1.25)
H (1.02, 0.31, 2.59)
H (-0.89, 1.47, 1.30)

## x
Computed, not measured: C5H7N in the gas phase, with the ωB97M-V functional and the def2-TZVPD basis.

E_HOMO ... -0.34945 hartree
Gap between HOMO and LUMO ... 0.3848 Ha
Net charge ... 0
SMILES string ... [H]/N=C/[C@@H]1CC1=C
Molar mass ... 81.12 g/mol

Positions of all 13 atoms, in Å:
H (-3.27, 0.26, 0.68)
N (-2.16, 0.13, 0.78)
C (-1.66, 0.14, -0.36)
C (-0.25, -0.34, -0.52)
C (0.54, -0.77, 0.65)
C (1.01, 0.29, -0.14)
C (1.97, 1.07, -0.40)
H (-2.14, 0.52, -1.26)
H (-0.14, -0.79, -1.47)
H (1.21, -1.60, 0.41)
H (0.36, -0.64, 1.68)
H (2.11, 1.66, -1.38)
H (2.69, 1.23, 0.39)

## y
Computed, not measured: C5H7N in the gas phase, with the ωB97M-V functional and the def2-TZVPD basis.

E_HOMO ... -0.31909 hartree
Gap between HOMO and LUMO ... 0.3572 Ha
Net charge ... 0
SMILES string ... C1=C[C@@H]2N[C@@H]2C1
Molar mass ... 81.12 g/mol

Positions of all 13 atoms, in Å:
C (0.68, 1.13, -0.10)
C (-0.64, 1.14, -0.34)
C (-1.09, -0.26, -0.47)
N (-1.35, -1.07, 0.68)
C (0.13, -1.04, -0.31)
C (1.15, -0.22, 0.43)
H (1.37, 1.93, -0.29)
H (-1.30, 1.99, -0.47)
H (-1.74, -0.55, -1.29)
H (-0.98, -0.62, 1.52)
H (0.55, -1.65, -1.15)
H (2.22, -0.46, 0.28)
H (0.98, -0.32, 1.51)

## z
Computed, not measured: C5H7N in the gas phase, with the ωB97M-V functional and the def2-TZVPD basis.

E_HOMO ... -0.34393 hartree
Gap between HOMO and LUMO ... 0.3858 Ha
Net charge ... 0
SMILES string ... C#CCN1CC1
Molar mass ... 81.12 g/mol

Positions of all 13 atoms, in Å:
C (2.04, -0.51, -1.00)
C (1.42, 0.38, -0.48)
C (0.50, 1.23, 0.29)
N (-0.70, 0.53, 0.75)
C (-0.73, -0.92, 0.73)
C (-1.51, -0.13, -0.25)
H (2.58, -1.32, -1.43)
H (1.02, 1.63, 1.17)
H (0.18, 2.10, -0.30)
H (-1.21, -1.39, 1.59)
H (0.14, -1.44, 0.34)
H (-2.58, 0.00, -0.14)
H (-1.15, -0.14, -1.28)

Which one sits at the top of the stability order? w does.

## w
Computed, not measured: C5H7N in the gas phase, with the ωB97M-V functional and the def2-TZVPD basis.

E_HOMO ... -0.33884 hartree
Gap between HOMO and LUMO ... 0.3820 Ha
Net charge ... 0
SMILES string ... C1[C@@H]2[C@@H]3CN1[C@H]23
Molar mass ... 81.12 g/mol

Positions of all 13 atoms, in Å:
C (1.45, 0.14, -0.10)
C (0.49, -1.02, -0.08)
C (-0.91, -0.45, -0.31)
C (-0.92, 1.02, -0.47)
N (0.41, 0.96, 0.60)
C (-0.23, -0.34, 1.03)
H (2.32, -0.09, 0.53)
H (1.78, 0.59, -1.04)
H (0.64, -2.09, -0.22)
H (-1.64, -1.15, -0.71)
H (-1.49, 1.60, 0.25)
H (-1.22, 1.40, -1.49)
H (-0.65, -0.57, 2.00)

## x
Computed, not measured: C5H7N as an isolated structure, with the ωB97M-V functional and the def2-TZVPD basis.

E_HOMO ... -0.34963 hartree
Gap between HOMO and LUMO ... 0.3870 Ha
Net charge ... 0
Molar mass ... 81.12 g/mol

Positions of all 13 atoms, in Å:
C (-1.29, 1.15, 0.27)
C (-0.04, 1.46, -0.10)
C (-1.12, -0.26, -0.07)
C (0.33, 0.05, -0.52)
C (1.43, -0.62, 0.28)
N (-1.87, -1.26, 0.02)
H (-2.12, 1.70, 0.67)
H (0.53, 2.37, -0.11)
H (0.49, -0.07, -1.59)
H (1.27, -0.49, 1.34)
H (2.40, -0.20, 0.02)
H (1.46, -1.69, 0.06)
H (-1.47, -2.14, -0.29)

Which one sits at the top of the stability order? x does.

## w
Computed, not measured: C5H7N in the gas phase, with the ωB97M-V functional and the def2-TZVPD basis.

E_HOMO ... -0.32013 hartree
Gap between HOMO and LUMO ... 0.3642 Ha
Net charge ... 0
SMILES string ... C1[C@@H]2[C@H]1[C@@H]1N[C@H]21
Molar mass ... 81.12 g/mol

Positions of all 13 atoms, in Å:
C (-0.42, -0.06, -1.34)
C (-0.61, -0.85, -0.10)
C (-0.77, 0.68, -0.08)
C (0.36, 0.75, 0.97)
N (1.64, 0.26, 0.52)
C (0.58, -0.70, 0.89)
H (-1.28, -0.11, -2.01)
H (0.54, -0.02, -1.86)
H (-1.30, -1.69, -0.05)
H (-1.60, 1.37, -0.06)
H (0.29, 1.36, 1.87)
H (1.78, 0.40, -0.47)
H (0.76, -1.40, 1.69)

## x
Computed, not measured: C5H7N in the gas phase, with the ωB97M-V functional and the def2-TZVPD basis.

E_HOMO ... -0.31752 hartree
Gap between HOMO and LUMO ... 0.3616 Ha
Net charge ... 0
SMILES string ... C1[C@H]2[C@@H]1N1C[C@@H]21
Molar mass ... 81.12 g/mol

Positions of all 13 atoms, in Å:
C (-1.07, 0.91, 0.25)
C (-1.05, -0.52, -0.21)
C (-0.26, 0.53, -0.95)
N (1.01, -0.18, -0.72)
C (1.54, -0.16, 0.62)
C (0.37, -1.16, 0.12)
H (-0.62, 1.15, 1.20)
H (-1.96, 1.49, 0.00)
H (-1.96, -1.02, -0.57)
H (-0.37, 0.99, -1.93)
H (1.21, 0.39, 1.49)
H (2.65, -0.17, 0.56)
H (0.51, -2.24, 0.15)

Which one sits at the top of the stability order? w does.